Here is an isolated molecule of C4H8N2O from the Open Molecules 2025 dataset. Energies are from ωB97M-V with the def2-TZVPD basis set.

The geometry in XYZ format:
```
15
Properties=species:S:1:pos:R:3:forces:R:3
C 1.509 -0.278 -0.331 0.293 0.044 0.101
C -0.593 1.314 -0.640 1.368 -2.245 -0.862
N 0.090 -0.361 -0.687 -1.559 2.261 0.574
C -0.802 -1.338 0.173 -0.284 0.746 0.322
C -0.976 0.217 1.906 -0.647 1.674 0.489
N -0.779 -0.949 1.433 0.621 -1.472 -0.416
O -1.333 -2.247 -0.413 0.392 0.130 -0.260
H -0.022 -0.670 -1.650 -0.105 0.032 -0.016
H -0.636 0.315 2.954 0.151 -0.506 0.085
H 1.986 -1.254 -0.445 -0.139 0.048 0.028
H 2.016 0.440 -0.979 -0.091 -0.024 0.037
H 1.585 0.045 0.705 -0.003 -0.044 -0.069
H -1.672 1.266 -0.712 0.062 -0.324 0.065
H -0.273 1.863 0.237 0.085 -0.510 0.022
H -0.102 1.638 -1.553 -0.144 0.190 -0.101
```
Positions in Å, forces in eV/Å.

Output
- Highest occupied orbital energy: -6.470 eV
- Gap between HOMO and LUMO: 6.92 eV
- Calculated total energy: -341.79751 Eh
- Energy above the lowest of the compared OMol25 structures with the same formula, charge and spin: 541.2 kJ/mol

***

Here is a cluster of 2 separate species, C6H17N2 in total from the Open Molecules 2025 dataset. Energies are from ωB97M-V with the def2-TZVPD basis set.

The geometry in XYZ format:
```
25
Properties=species:S:1:pos:R:3:forces:R:3
C 0.528 1.901 0.281 0.134 -0.083 0.545
C -0.935 1.969 -0.126 0.411 0.161 -0.525
C -1.476 0.654 -0.673 0.203 0.165 -0.102
C -2.929 0.760 -1.122 0.082 -0.339 0.408
H 0.700 1.320 1.196 -0.133 -0.166 -0.049
H 0.938 2.872 0.545 -0.058 0.225 -0.184
H 1.146 1.495 -0.522 0.038 -0.036 -0.028
H -0.972 2.695 -0.944 -0.298 0.067 0.107
H -1.567 2.347 0.677 0.007 -0.027 0.071
H -1.363 -0.147 0.073 -0.246 0.050 0.122
H -0.831 0.364 -1.516 -0.113 0.128 -0.150
H -3.530 1.074 -0.268 -0.132 -0.049 -0.046
H -3.288 -0.211 -1.456 -0.178 0.010 -0.078
H -3.088 1.486 -1.916 0.207 0.039 -0.076
C 2.178 -1.458 2.053 -0.227 0.163 -0.171
N 0.778 -1.960 -1.293 -0.427 0.195 0.005
C 1.472 -2.062 -0.186 0.279 0.183 0.181
N 1.275 -1.361 0.897 0.521 -0.445 -0.285
H 2.761 -0.544 2.124 -0.005 0.038 0.160
H 2.852 -2.298 1.913 -0.020 -0.048 -0.005
H 1.580 -1.618 2.944 0.087 0.055 0.102
H 0.034 -1.283 -1.377 -0.131 0.051 0.095
H 0.843 -2.624 -2.042 0.379 -0.164 -0.056
H 2.324 -2.732 -0.169 -0.204 -0.252 -0.042
H 0.570 -0.638 0.906 -0.176 0.081 0.001
```
Positions in Å, forces in eV/Å.

Output
- Highest occupied orbital energy: -14.776 eV
- Gap between HOMO and LUMO: 11.46 eV
- Calculated total energy: -348.08807 Eh
- Energy above the lowest of the compared OMol25 structures with the same formula, charge and spin: 7.3 kJ/mol
- Charge: +1

***

Here is an isolated molecule of C5H8N2 from the Open Molecules 2025 dataset. Energies are from ωB97M-V with the def2-TZVPD basis set.

The geometry in XYZ format:
```
15
Properties=species:S:1:pos:R:3:forces:R:3
C -1.140 1.041 0.720 -0.080 0.050 0.090
C -0.856 -1.026 -1.287 0.051 0.035 0.062
N 0.147 -0.523 -0.610 -0.071 -0.129 0.000
C 1.240 -1.110 -0.066 -0.099 -0.010 0.025
C 1.871 -0.125 0.739 0.079 0.075 0.053
N 1.313 1.047 0.724 0.058 -0.282 -0.070
C 0.139 0.902 -0.090 -0.176 0.120 -0.075
H -2.016 0.893 0.080 0.133 0.084 0.129
H -1.144 0.263 1.490 0.000 0.159 -0.029
H -1.191 2.021 1.196 0.047 -0.074 -0.051
H -1.590 -0.350 -1.705 0.097 -0.147 0.085
H -0.998 -2.098 -1.290 0.164 0.073 -0.317
H 1.536 -2.116 -0.324 -0.096 0.119 0.148
H 2.762 -0.315 1.335 -0.082 0.073 -0.165
H 0.163 1.594 -0.942 -0.025 -0.146 0.116
```
Positions in Å, forces in eV/Å.

Output
- Highest occupied orbital energy (spin up / spin down): -7.037 / -7.037 eV
- Gap between HOMO and LUMO (spin up / spin down): 7.59 / 7.59 eV
- Calculated total energy: -304.75606 Eh
- Energy above the lowest of the compared OMol25 structures with the same formula, charge and spin: 208.6 kJ/mol

***

Here is a structure of composition C4H8O2 from the Open Molecules 2025 dataset. Energies are from ωB97M-V with the def2-TZVPD basis set.

The geometry in XYZ format:
```
14
Properties=species:S:1:pos:R:3:forces:R:3
O 1.860 -0.270 0.441 -0.225 -0.441 -0.561
C 0.943 0.536 -0.199 -0.107 0.556 0.264
C -0.334 0.633 0.507 -0.087 0.012 -0.017
C -0.897 0.821 -0.852 0.142 0.519 -0.240
O -0.801 -1.502 -0.484 0.293 -0.856 0.372
C -0.785 -0.845 0.770 -0.084 -0.049 0.349
H 2.626 -0.517 -0.091 -0.178 0.211 -0.225
H -0.063 -1.082 -0.970 -0.531 -0.513 -0.149
H 1.355 1.387 -0.734 -0.116 -0.038 0.067
H -0.479 1.323 1.347 -0.106 -0.125 0.021
H -1.919 0.443 -0.994 0.773 -0.351 -0.451
H -0.601 1.552 -1.579 0.184 0.742 0.336
H -1.807 -0.858 1.163 0.135 0.022 0.000
H -0.116 -1.391 1.439 -0.094 0.311 0.233
```
Positions in Å, forces in eV/Å.

Output
- Highest occupied orbital energy: -7.952 eV
- Gap between HOMO and LUMO: 8.42 eV
- Calculated total energy: -307.52383 Eh
- Energy above the lowest of the compared OMol25 structures with the same formula, charge and spin: 495.2 kJ/mol

***

Here is the ion C4H8NO with charge +1 from the Open Molecules 2025 dataset. Energies are from ωB97M-V with the def2-TZVPD basis set.

The geometry in XYZ format:
```
14
Properties=species:S:1:pos:R:3:forces:R:3
C -0.600 -0.966 -0.031 -1.682 -0.324 -2.810
C -0.593 -2.236 0.681 -0.647 3.328 0.822
C 1.448 1.902 0.068 -0.612 -0.709 -1.578
C 0.024 1.287 -0.267 -0.170 4.643 -1.671
N -0.102 0.117 0.345 1.058 -3.342 3.449
O -1.309 -3.171 0.243 -0.740 -1.001 -1.444
H -1.219 -0.927 -0.971 0.551 -0.642 0.281
H -0.137 -2.132 1.725 -0.441 -1.447 -1.369
H 1.516 2.680 -0.804 0.586 -0.970 2.220
H 1.558 2.216 1.152 -0.025 -0.096 -1.637
H 2.109 0.995 -0.185 -0.398 1.759 0.519
H -0.040 1.348 -1.400 -0.493 -0.689 1.035
H -0.841 1.946 0.134 1.296 -0.685 -0.419
H -1.814 -3.060 -0.690 1.717 0.176 2.602
```
Positions in Å, forces in eV/Å.

Output
- Highest occupied orbital energy: -14.530 eV
- Gap between HOMO and LUMO: 7.72 eV
- Calculated total energy: -286.81772 Eh
- Energy above the lowest of the compared OMol25 structures with the same formula, charge and spin: 327.6 kJ/mol
- Charge: +1

***

Here is a cluster of 8 separate species, C32H64O18 in total from the Open Molecules 2025 dataset. Energies are from ωB97M-V with the def2-TZVPD basis set.

The geometry in XYZ format:
```
114
Properties=species:S:1:pos:R:3:forces:R:3
C -6.303 5.977 0.301 0.310 0.612 -0.169
C -6.993 4.626 0.305 -0.566 0.858 0.071
O -6.873 4.196 -1.038 -0.442 -2.122 -2.251
C -7.569 3.074 -1.480 2.693 -0.193 0.095
O -8.345 2.425 -0.849 -0.487 0.362 -0.195
O -6.991 2.689 -2.685 -0.644 1.548 1.503
C -7.445 1.518 -3.322 -0.466 -0.765 -0.716
H -5.882 6.330 1.242 -0.370 -0.349 0.291
H -6.961 6.760 -0.077 -0.011 -0.042 -0.045
H -5.444 5.930 -0.369 -0.023 -0.099 -0.115
H -8.068 4.726 0.450 0.098 -0.121 0.837
H -6.501 3.969 1.023 -0.270 -0.415 -0.216
H -7.111 0.592 -2.855 0.103 0.195 0.391
H -7.036 1.529 -4.332 0.201 0.210 0.126
H -8.524 1.447 -3.458 -0.111 0.315 0.397
C -2.164 -3.316 -3.279 -0.103 -0.424 0.195
C -1.126 -4.376 -3.681 -1.129 1.359 -0.939
O 0.087 -3.722 -4.108 0.604 0.153 -1.255
C 0.196 -3.187 -5.377 -0.694 1.712 -0.168
O -0.551 -3.211 -6.345 0.805 -0.906 1.999
O 1.283 -2.376 -5.331 0.464 -1.172 1.477
C 1.561 -1.440 -6.341 -0.620 -0.339 -1.622
H -2.315 -2.569 -4.057 0.138 -0.005 0.056
H -1.941 -2.852 -2.318 0.334 0.208 -0.164
H -3.122 -3.810 -3.112 -0.102 -0.137 -0.156
H -1.522 -4.906 -4.547 0.070 -0.434 0.240
H -0.950 -5.005 -2.809 0.608 -0.122 -0.454
H 2.577 -1.047 -6.309 -0.178 0.014 1.007
H 0.785 -0.675 -6.325 0.269 0.226 -0.069
H 1.557 -1.919 -7.320 -0.453 -0.116 -0.125
C 2.126 -5.387 7.207 1.105 -0.061 -0.438
C 1.909 -4.148 6.299 -1.433 0.201 0.949
O 3.049 -3.358 6.022 1.178 -1.563 0.075
C 2.931 -2.073 5.776 -4.295 1.855 1.724
O 1.910 -1.372 6.009 2.805 -1.784 -1.068
O 4.075 -1.687 5.353 2.514 0.176 -0.374
C 4.333 -0.424 4.769 -1.041 0.026 -0.719
H 1.927 -5.284 8.274 -0.260 0.495 -0.173
H 3.161 -5.728 7.165 0.278 0.259 -0.144
H 1.602 -6.275 6.855 -0.454 0.329 -0.147
H 1.243 -3.434 6.784 -0.556 -0.385 -0.079
H 1.485 -4.444 5.340 -0.039 -0.076 0.045
H 3.749 -0.439 3.849 0.049 0.521 -0.156
H 5.388 -0.406 4.494 -0.137 0.089 0.422
H 3.992 0.403 5.391 0.273 -0.085 0.071
C 5.294 -3.806 -1.761 -0.871 0.176 -0.719
C 5.595 -5.218 -1.250 -1.437 0.819 -2.103
O 6.471 -5.051 -0.187 0.675 -0.095 1.203
C 7.769 -5.097 -0.451 1.641 -2.717 0.518
O 8.264 -5.322 -1.564 -0.821 1.363 3.672
O 8.459 -5.223 0.819 0.585 0.984 -2.771
C 7.826 -5.079 2.121 -1.063 -0.229 -1.702
H 6.115 -3.300 -2.269 0.574 -0.086 0.807
H 4.849 -3.250 -0.936 0.530 0.330 0.090
H 4.550 -3.681 -2.548 -0.452 -0.900 -0.039
H 5.958 -5.889 -2.027 0.521 0.190 0.108
H 4.680 -5.694 -0.898 0.088 0.194 0.481
H 7.093 -4.277 2.033 -0.106 -0.138 0.403
H 8.533 -4.857 2.920 0.350 -0.111 -0.574
H 7.345 -6.047 2.257 -0.232 0.234 0.624
C -3.545 -1.188 8.124 0.041 -0.553 -0.806
C -3.611 -1.000 6.569 0.032 -0.439 0.541
O -4.114 0.299 6.064 0.856 -1.148 0.216
C -5.430 0.488 5.914 -1.345 -2.787 2.342
O -6.318 -0.352 6.063 1.556 0.668 -0.819
O -5.658 1.762 5.854 -0.347 2.172 -0.838
C -7.026 2.182 5.774 -0.552 0.721 0.232
H -3.222 -2.214 8.303 -0.329 -0.508 -0.461
H -4.514 -1.117 8.618 0.124 0.422 -0.039
H -2.723 -0.723 8.667 -0.383 1.071 -0.323
H -4.113 -1.854 6.116 -0.972 0.433 0.166
H -2.617 -1.202 6.170 0.240 1.125 -0.070
H -7.113 3.229 6.065 0.759 0.018 0.322
H -7.665 1.637 6.470 0.147 -0.343 -0.375
H -7.422 2.224 4.760 0.189 -0.844 -0.101
C 5.216 2.447 -3.691 0.402 0.177 1.637
C 5.929 1.853 -2.441 -0.304 -1.228 -0.699
C 4.795 1.652 -1.441 0.495 0.535 0.449
O 3.979 2.750 -1.628 -0.432 2.701 -0.685
C 4.111 3.300 -2.992 -0.598 -1.989 0.391
H 4.826 1.611 -4.272 -0.209 0.322 -0.156
H 5.976 2.995 -4.247 -0.465 0.165 -0.284
H 6.710 2.531 -2.097 -0.227 0.007 0.332
H 6.391 0.898 -2.690 0.240 0.019 -0.014
H 5.139 1.721 -0.409 0.191 -0.346 0.115
H 4.105 0.813 -1.523 0.754 -0.918 -0.422
H 4.264 4.379 -2.974 0.095 -0.165 0.135
H 3.125 3.019 -3.361 0.035 0.703 -0.799
C -0.511 0.881 0.031 0.744 -0.356 -0.470
C -0.039 -0.401 0.905 -0.780 1.207 -1.618
C -0.911 -0.170 2.108 -0.301 1.224 0.188
O -2.056 0.629 1.735 -0.556 -0.613 -0.086
C -1.996 1.035 0.379 1.113 -0.541 0.463
H -0.312 0.819 -1.039 -0.321 -0.740 -0.181
H 0.061 1.791 0.212 0.069 -0.060 0.994
H 1.035 -0.434 1.085 -0.095 0.405 0.276
H -0.249 -1.355 0.421 -0.350 0.147 -0.348
H -0.372 0.555 2.719 0.206 -0.817 0.965
H -1.322 -1.062 2.580 0.519 0.101 0.355
H -2.423 2.038 0.384 0.215 0.026 -0.533
H -2.551 0.358 -0.270 -0.458 0.014 -0.017
C -0.810 5.489 -4.759 0.082 2.040 0.637
C -0.954 4.171 -5.480 -1.310 -0.211 0.496
C -0.676 4.563 -6.918 1.106 -0.308 0.558
O 0.358 5.532 -6.772 0.256 1.137 -0.496
C 0.006 6.441 -5.720 0.397 -1.960 1.049
H -0.393 5.393 -3.757 0.423 -0.018 -0.157
H -1.729 6.046 -4.580 -0.548 -0.593 -0.086
H -1.945 3.772 -5.262 -0.310 0.054 -0.496
H -0.325 3.373 -5.085 0.629 0.339 -0.281
H -1.523 5.002 -7.445 -0.212 -0.210 -0.034
H -0.207 3.732 -7.444 -0.360 0.137 -0.424
H -0.526 7.346 -6.014 -0.401 -0.269 -0.472
H 0.909 6.791 -5.219 0.254 -0.150 -0.283
```
Positions in Å, forces in eV/Å.

Output
- Highest occupied orbital energy: -9.303 eV
- Gap between HOMO and LUMO: 9.34 eV
- Structure (SMILES): CCOC(=O)OC.CCOC(=O)OC.CCOC(=O)OC.CCOC(=O)OC.CCOC(=O)OC.C1CCOC1.C1CCOC1.C1CCOC1
- Calculated total energy: -2611.82496 Eh
- Energy above the lowest of the compared OMol25 structures with the same formula, charge and spin: 496.6 kJ/mol